No. 1
2 unconnected molecules or ions with the total composition CH5N4O2 at a distorted geometry, computed with the ωB97M-V functional and the def2-TZVPD basis.

```
12
Properties=species:S:1:pos:R:3
O 1.699 -1.085 -2.203
O 0.545 -2.347 -0.785
N 1.026 -0.159 1.226
N -1.340 0.874 0.624
N 1.328 -0.320 -0.183
N -1.386 0.446 -0.603
C 1.095 -1.315 -0.943
H 0.313 0.563 1.199
H -1.809 0.235 1.247
H 1.679 -0.120 -2.288
H -0.803 1.114 -1.151
H 0.717 -1.053 1.667
```

Values from the calculation:
Gap between HOMO and LUMO (alpha / beta) = 7.1 / 7.1 eV
Total charge = -1
Energy relative to the best compared isomer or geometry (same formula, charge and spin) = 30.82 kcal/mol
Largest force on an atom = 4.95 eV Å⁻¹

Mulliken atomic charge list, values in e, 6 entries: -0.56 -0.67 -0.65 -0.43 -0.59 -0.25

No. 2
A single C11H15OP molecule at a distorted geometry, computed with the ωB97M-V functional and the def2-TZVPD basis.

```
28
Properties=species:S:1:pos:R:3
P 0.452 1.904 0.075
O 1.112 3.219 0.268
C 1.702 0.643 0.111
C -3.001 0.459 -1.085
C 1.725 -0.263 1.156
C 2.483 0.482 -1.029
C 3.599 -1.312 0.106
C -1.038 -0.835 -0.625
C -1.174 1.517 0.363
C -1.937 0.272 0.019
C 2.717 -1.290 1.194
C 3.390 -0.512 -1.047
C -2.587 -0.193 1.361
H 3.886 -0.655 -1.891
H -2.611 0.524 -2.038
H -3.504 -0.666 1.019
H 1.002 -0.156 1.979
H -1.850 -0.845 1.694
H -2.690 0.761 1.969
H 2.353 1.040 -1.860
H -3.722 -0.284 -1.116
H 2.834 -2.156 1.975
H -1.672 2.344 0.623
H -1.760 -1.345 -1.200
H -0.621 -1.491 0.225
H 4.434 -2.073 -0.070
H -3.411 1.478 -0.946
H -0.112 -0.567 -1.231
```

Values from the calculation:
Gap between HOMO and LUMO = 8.7 eV
Total charge = 0
Energy relative to the best compared isomer or geometry (same formula, charge and spin) = 30.09 kcal/mol
Largest force on an atom = 4.96 eV Å⁻¹

Mulliken atomic charge list, values in e, 6 entries: 0.54 -0.71 -0.01 -1.92 0.03 -0.35

No. 3
A molecular structure, C46H37GeN4ReS at a distorted geometry, computed with the ωB97M-V functional and the def2-TZVPD basis.

```
90
Properties=species:S:1:pos:R:3
Re 0.025 -0.719 -0.084
Ge -2.819 -0.171 -0.950
S 1.285 1.814 3.298
N 0.567 0.977 0.965
N -0.654 3.064 -0.923
N 0.504 -3.470 0.875
N -0.184 -2.763 -0.008
C 1.815 -1.484 0.757
C -4.230 -0.996 -2.107
C 0.321 0.826 2.258
C 3.603 -2.601 2.619
C -5.761 -2.830 -2.465
C -1.133 -1.201 -1.779
C -0.975 4.426 1.098
C 2.458 -3.295 2.293
C 0.540 1.616 -4.042
C -5.869 -2.498 -3.803
C 1.575 -2.777 1.331
C -2.459 4.973 -0.675
C -4.881 -0.052 2.753
C -1.044 -3.421 -0.849
C -1.825 2.456 -0.269
C -0.807 3.909 -3.251
C -3.695 6.143 1.135
C -0.537 3.679 -4.588
C -1.516 -2.608 -1.909
C 2.015 2.497 1.882
C -0.442 2.968 -2.291
C -2.902 1.810 -1.012
C -4.236 0.272 1.573
C -3.702 5.022 0.181
C -4.332 3.695 -1.944
C -2.163 -5.313 -1.799
C 1.502 1.938 0.756
C -4.787 -1.338 3.259
C -1.435 5.391 1.922
C -4.046 -2.289 2.579
C -3.913 2.401 -1.766
C -3.802 4.913 -1.338
C 3.004 -0.847 1.087
C -5.175 -1.405 -4.292
C -4.963 -2.073 -1.629
C -3.483 -0.670 0.881
C -2.224 -3.194 -2.946
C -1.385 -4.777 -0.794
C 0.239 1.821 -2.714
C 0.135 2.540 -4.994
C 3.897 -1.392 2.000
C -2.607 6.249 1.916
C -1.534 3.931 -0.183
C -2.560 -4.536 -2.884
C -3.395 -1.954 1.404
C -4.348 -0.677 -3.455
H 0.331 2.366 -6.042
H -4.065 5.824 -1.870
H 4.807 -0.858 2.244
H -0.047 3.945 1.375
H -3.774 0.147 -3.861
H -1.957 5.934 -0.779
H -0.870 4.400 -5.324
H -1.535 1.893 0.621
H -5.300 -1.601 4.174
H 3.252 0.101 0.620
H -5.473 0.699 3.263
H 1.786 2.201 -0.248
H 0.525 1.078 -1.972
H -3.143 -4.982 -3.676
H -4.328 1.271 1.167
H 4.290 -2.998 3.354
H -3.990 -3.303 2.953
H -2.824 -2.711 0.884
H -4.548 1.669 -2.259
H -0.800 5.588 2.779
H -6.287 -3.692 -2.076
H -1.317 4.812 -2.957
H -0.417 0.164 2.671
H -2.534 -2.589 -3.787
H 1.086 0.727 -4.327
H -3.936 4.072 0.657
H -1.019 -5.383 0.019
H -5.209 3.844 -2.562
H -5.256 -1.137 -5.338
H -2.460 -6.352 -1.747
H -6.486 -3.093 -4.463
H -4.894 -2.339 -0.584
H 2.770 3.252 1.974
H -2.577 7.027 2.672
H -4.525 6.827 1.231
H 2.222 -4.238 2.762
H -1.033 -0.701 -2.751
```

Values from the calculation:
Gap between HOMO and LUMO (alpha / beta) = 4.8 / 4.3 eV
Spin multiplicity = 4
Total charge = -1
Energy relative to the best compared isomer or geometry (same formula, charge and spin) = 129.16 kcal/mol
Largest force on an atom = 2.67 eV Å⁻¹

Mulliken atomic charge list, values in e, 6 entries: 0.45 2.38 -0.22 0.73 0.42 -1.51

No. 4
5 unconnected molecules or ions with the total composition C16H44BrN4O4 at a distorted geometry, computed with the ωB97M-V functional and the def2-TZVPD basis.

```
69
Properties=species:S:1:pos:R:3
Br 0.865 -1.136 -1.783
O 3.788 2.292 -6.888
O -1.217 3.346 0.472
O -4.390 -2.107 -5.713
O 2.637 -3.601 2.730
N 3.066 -5.005 5.304
N -2.694 5.979 1.019
N 2.955 1.652 -4.737
N -3.363 -3.104 -3.750
C -1.538 4.283 -0.474
C -4.415 -3.990 -3.086
C 2.352 -6.256 4.827
C 4.236 1.688 -3.869
C 3.222 -5.093 6.881
C 4.513 -4.999 4.737
C -1.606 5.746 -0.011
C 1.593 -3.580 3.643
C 2.295 -3.674 4.980
C -2.705 7.528 1.313
C -4.089 -0.567 -3.794
C -3.961 -1.939 -4.548
C 2.866 0.028 -6.633
C -4.106 5.659 0.392
C 3.279 1.383 -6.224
C -2.513 5.240 2.383
H 1.776 0.057 -6.618
H 2.221 -5.224 7.292
H 5.022 -5.742 5.350
H -3.718 0.153 -4.523
H 2.332 1.018 -4.257
H -1.467 5.475 2.575
H -2.347 3.893 -1.092
H -3.498 7.872 1.977
H -2.813 8.077 0.378
H 1.028 -2.654 3.532
H -4.940 -3.384 -2.348
H -4.250 4.600 0.177
H -1.661 2.520 0.264
H 1.332 -6.170 5.201
H 2.361 -6.179 3.740
H 3.869 -5.915 7.185
H 4.859 0.859 -4.205
H -2.675 -2.831 -3.062
H -5.174 -0.504 -3.715
H 3.335 -0.557 -5.841
H 4.780 2.611 -4.070
H -2.787 4.189 2.291
H 2.539 2.568 -4.651
H -0.669 5.849 0.537
H -1.661 6.450 -0.841
H -3.819 -4.773 -2.616
H 2.976 -2.826 5.051
H -4.769 5.976 1.197
H -3.231 5.689 3.070
H 3.291 -0.351 -7.562
H 4.472 -5.408 3.727
H -4.179 6.288 -0.495
H -0.707 4.232 -1.178
H 4.050 1.648 -2.795
H 5.002 -4.044 4.931
H -2.863 -3.472 -4.547
H -5.064 -4.531 -3.775
H 2.339 -3.293 1.871
H 1.596 -3.538 5.805
H -3.494 -0.684 -2.888
H 2.944 -7.110 5.157
H 3.599 -4.164 7.308
H 0.745 -4.257 3.540
H -1.749 7.813 1.754
```

Values from the calculation:
Gap between HOMO and LUMO = 6.6 eV
Total charge = +3
Energy relative to the best compared isomer or geometry (same formula, charge and spin) = 79.21 kcal/mol
Largest force on an atom = 5.90 eV Å⁻¹

Mulliken atomic charge list, values in e, 6 entries: -0.91 -0.44 -0.51 -0.43 -0.48 -0.11

No. 5
A single C4H8O2 molecule at a distorted geometry, computed with the ωB97M-V functional and the def2-TZVPD basis.

```
14
Properties=species:S:1:pos:R:3
O -0.910 -0.932 -0.378
O -1.498 1.461 -1.065
C 0.302 -0.959 -1.120
C 0.824 -0.624 1.359
C -0.382 1.340 -0.185
C 0.159 -0.103 0.056
H -2.243 0.939 -0.727
H 0.750 -1.948 -1.045
H 1.900 -0.421 1.484
H 0.726 -1.724 1.360
H 0.318 -0.258 2.256
H -0.681 1.723 0.794
H 0.367 1.954 -0.677
H 0.332 -0.501 -2.106
```

Values from the calculation:
Gap between HOMO and LUMO = 11.2 eV
Total charge = 0
Structure (SMILES) = C[C@@]1(CO)CO1
Energy relative to the best compared isomer or geometry (same formula, charge and spin) = 55.24 kcal/mol
Largest force on an atom = 1.03 eV Å⁻¹

Mulliken atomic charge list, values in e, 6 entries: -0.51 -0.52 -0.68 -1.24 -0.64 1.20

No. 6
A gas-phase ion, C2H7N3P (charge +1) at a distorted geometry, computed with the ωB97M-V functional and the def2-TZVPD basis.

```
13
Properties=species:S:1:pos:R:3
P -1.555 -0.316 1.342
N 0.458 0.299 -1.948
N -0.038 0.433 1.591
N -1.577 -0.411 -0.265
C 0.942 0.098 0.488
C 0.147 -0.135 -0.758
H 1.668 0.970 0.374
H -1.039 -1.572 1.939
H 1.740 -0.669 0.805
H 1.366 0.792 -2.243
H -0.218 0.541 -2.667
H -0.035 1.401 1.913
H -1.858 -1.432 -0.570
```

Values from the calculation:
Gap between HOMO and LUMO (alpha / beta) = 7.5 / 7.5 eV
Total charge = +1
Structure (SMILES) = [NH2+]=C1CNPN1
Energy relative to the best compared isomer or geometry (same formula, charge and spin) = 93.44 kcal/mol
Largest force on an atom = 6.90 eV Å⁻¹

Mulliken atomic charge list, values in e, 6 entries: 0.04 -0.32 -0.33 -0.39 -0.53 0.54

No. 7
A single C2H5N3S molecule at a distorted geometry, computed with the ωB97M-V functional and the def2-TZVPD basis.

```
11
Properties=species:S:1:pos:R:3
S -1.269 2.013 -0.534
N 0.369 1.351 -0.524
N -1.950 0.503 -0.446
N -1.203 -0.478 -0.552
C 0.170 -0.163 -0.561
C 0.532 -0.935 0.701
H -0.061 -1.821 0.682
H 0.305 -0.215 1.538
H 1.583 -1.289 0.738
H 0.815 1.591 0.402
H 0.709 -0.557 -1.444
```

Values from the calculation:
Gap between HOMO and LUMO = 9.5 eV
Total charge = 0
Structure (SMILES) = C[C@H]1N=NSN1
Energy relative to the best compared isomer or geometry (same formula, charge and spin) = 65.13 kcal/mol
Largest force on an atom = 2.96 eV Å⁻¹

Mulliken atomic charge list, values in e, 6 entries: 0.11 -0.49 -0.16 -0.18 0.31 -1.16

Question: Which of these has the lowest energy relative to the best compared isomer or geometry (same formula, charge and spin)?
Answer: C11H15OP